[1]
Molecular formula: C10H13N2O2P
Method: DFT, ωB97M-V/def2-TZVPD

Structure (XYZ):
```
28
Properties=species:S:1:pos:R:3:forces:R:3:lowdin_charge:R:1
C -1.606200 1.456870 -0.636176 -5.328 -3.056 -1.680 0.014
C -2.332930 0.235797 -0.453093 -3.866 4.322 -5.280 -0.047
C -0.538480 1.465805 0.165463 1.781 0.013 1.950 -0.213
C -1.688064 -0.532332 0.424432 3.317 -6.588 4.898 -0.065
C 0.561432 2.406415 0.200947 -0.292 1.217 -4.159 -0.154
C 1.781043 1.625101 -0.260720 3.261 -0.011 -0.175 -0.188
C 2.093731 0.407353 0.702673 -2.213 2.421 -0.148 -0.195
C 0.924857 -0.482042 0.388443 -0.435 -4.808 1.406 -0.177
C -0.409290 0.161131 0.908128 -0.094 -1.062 -3.784 -0.182
C -2.139317 -2.015239 0.712948 0.737 1.138 -1.168 -0.359
N -1.870888 -3.185934 1.364019 0.139 2.061 -0.459 -0.018
N -3.001784 -4.882319 -0.538312 -3.397 0.832 -0.267 -0.029
O -4.420219 -4.132881 1.492572 -2.423 -0.253 1.298 -0.252
O -3.186495 -2.231401 -0.105712 -1.757 -1.211 0.492 -0.155
P -3.291219 -3.820067 0.689002 3.001 1.652 -2.192 0.479
H -2.037206 2.173361 -1.303806 0.446 0.674 -0.222 0.117
H -3.316155 -0.087546 -0.981162 2.074 0.922 1.012 0.152
H 0.356780 3.346031 -0.440609 0.239 -1.576 0.526 0.152
H 0.546980 2.806529 1.135190 1.095 0.972 3.172 0.089
H 1.678134 1.101065 -1.278151 -0.329 1.248 1.249 0.132
H 2.782346 2.216159 -0.368171 -1.973 -0.423 0.307 0.132
H 3.043033 0.129622 0.327202 1.008 -1.099 0.477 0.089
H 2.009859 0.737660 1.792497 0.754 -0.493 -1.371 0.143
H 0.891903 -0.745957 -0.724524 -0.282 0.611 1.447 0.137
H 0.998286 -1.602094 0.909575 -0.067 2.733 -1.121 0.164
H -0.535685 0.223964 1.919971 0.755 0.345 3.022 0.124
H -2.138556 -5.270632 -0.644614 2.638 -1.085 -0.520 0.010
H -3.762332 -5.225638 -1.173414 1.211 0.504 1.294 0.101
```
Forces are in eV/Å.

As for the spin multiplicity: 3. As for the HOMO energy (spin up / spin down): -5.79 / -9.81 eV. As for the LUMO energy (spin up / spin down): 0.79 / -2.62 eV. Its frontier orbital gap (spin up / spin down) is 6.579 / 7.192 eV.

***

[2]
Molecular formula: C3H8ClNO
Method: DFT, ωB97M-V/def2-TZVPD

Structure (XYZ):
```
14
Properties=species:S:1:pos:R:3:forces:R:3:nbo_charge:R:1
N -1.444976 -1.313044 -0.475164 -2.430 -1.030 -0.478 -0.834
C -0.449345 -0.746263 0.348986 3.311 -1.405 -0.327 -0.244
C 0.130493 0.434517 -0.423449 1.562 -0.180 1.201 0.063
O -0.712164 1.534063 -0.340266 -0.186 0.689 -2.182 -0.694
C 1.565767 0.853975 0.108325 -0.873 -2.068 -0.742 -0.355
Cl 2.701561 -0.551258 -0.298989 -0.280 0.911 0.161 -0.113
H -2.206947 -0.625064 -0.681155 1.032 -0.713 0.278 0.363
H -1.905572 -2.092358 0.013577 0.211 0.405 -0.459 0.358
H -0.802920 -0.467545 1.302071 -0.488 0.973 1.475 0.157
H 0.426464 -1.525451 0.638629 -2.011 1.541 -1.132 0.203
H 0.089786 0.242632 -1.480887 0.866 -0.680 -0.390 0.203
H -0.881758 1.613561 0.551521 -0.975 0.853 3.105 0.453
H 1.868262 1.705943 -0.474406 0.414 0.376 0.255 0.226
H 1.621348 0.936292 1.211211 -0.153 0.330 -0.765 0.215
```
Forces are in eV/Å.

As for the spin multiplicity: 1. As for the HOMO energy: -9.51 eV. As for the LUMO energy: 0.80 eV. The calculation puts the relative energy (zero: lowest compared OMol25 entry of this formula, charge and spin) at 131.8 kJ/mol. As for the SMILES: NC[C@@H](O)CCl. Its frontier orbital gap is 10.314 eV.

***

[3]
Molecular formula: C39H72Br13N3O5P
Method: DFT, ωB97M-V/def2-TZVPD

Structure (XYZ):
```
133
Properties=species:S:1:pos:R:3:forces:R:3:lowdin_charge:R:1
C 4.015002 2.738887 -5.012026 0.550 -0.260 0.210 -0.060
C 4.374555 3.255899 -3.627124 0.103 0.636 -0.873 -0.255
O 3.240900 3.386732 -2.743017 0.940 -0.658 0.792 -0.181
P 2.558652 2.041249 -2.215486 -1.929 -0.130 -1.483 0.489
O 1.373381 1.738665 -3.034287 -0.134 -0.289 0.087 -0.309
C 2.030927 2.335729 -0.513504 0.935 0.094 0.099 -0.200
C 0.629775 2.939764 -0.513749 0.641 -0.049 0.666 -0.124
C -0.007791 2.908478 0.886557 0.991 0.221 -1.353 -0.300
O 1.020655 2.977471 1.836214 -0.604 -0.235 0.032 -0.023
C 0.619976 2.696113 3.181606 1.016 0.178 0.323 -0.302
C 0.996475 3.818368 4.142256 -0.795 -0.176 0.400 -0.054
C 1.527222 3.298933 5.458123 0.202 -0.040 0.402 -0.226
C 1.030535 3.795016 6.662796 0.464 -0.549 -0.049 -0.032
C 1.507307 3.284335 7.867033 -0.215 0.269 -0.028 -0.036
C 2.473404 2.285257 7.930846 0.402 -0.157 -0.252 -0.260
C 2.960150 1.704218 9.239151 -0.396 -0.007 -0.930 -0.076
C 2.997267 1.814559 6.723977 -0.605 0.437 -0.364 -0.035
C 2.522468 2.322252 5.519940 -0.210 0.131 -0.188 -0.039
N -0.786173 2.352973 3.275534 0.156 -0.379 0.299 0.144
C -1.024186 1.372457 2.314344 0.225 0.184 -0.261 -0.288
N -1.407065 0.195688 2.691218 -0.151 -0.173 -0.017 0.135
C -1.648518 -0.223923 4.051677 -0.237 -0.798 0.477 -0.681
Br -0.146460 -1.315749 4.666015 0.089 0.154 -0.135 0.762
C -2.935129 -1.024598 4.193746 -0.069 0.659 0.524 -0.277
C -3.336288 -1.101166 5.671814 0.223 -0.053 -0.037 -0.098
N -0.796527 1.644842 0.985308 -1.188 1.048 1.394 0.067
C -2.168238 1.822755 0.352703 0.030 -0.961 -1.017 -0.111
C -2.276192 1.202812 -1.047541 -0.140 0.743 0.362 -0.182
C -3.688340 0.693569 -1.295793 -0.014 0.229 -0.382 -0.214
C -3.755608 -0.061246 -2.625043 0.300 -0.757 0.830 -0.190
C -3.383080 -1.548264 -2.398778 -0.398 0.318 -0.682 -0.176
C -4.620977 -2.418039 -2.569071 -0.010 0.379 0.566 -0.301
O -4.483188 -3.693643 -1.990606 -0.243 -0.204 -0.472 -0.191
C -3.883459 -4.642829 -2.855600 0.194 -0.093 0.360 -0.096
O 3.577530 0.817162 -2.313434 0.368 0.822 0.944 -0.189
C 4.606289 0.721840 -1.304713 0.792 -1.010 -0.393 -0.262
C 5.312574 -0.621603 -1.491976 -0.552 -0.029 0.109 -0.053
H 4.931243 2.329948 -5.436948 0.075 -0.010 -0.150 0.083
H 3.301669 1.923121 -4.976263 -0.266 0.018 -0.034 0.065
H 3.694021 3.538262 -5.667988 -0.384 0.032 -0.027 0.078
H 5.180151 2.666760 -3.200171 -0.196 -0.240 0.352 0.094
H 4.770941 4.258595 -3.750266 -0.013 0.194 0.261 0.118
H 2.755963 2.983218 -0.025791 -0.024 0.141 0.139 0.104
H 2.077606 1.396410 0.033951 -0.182 -0.237 -0.080 0.100
H 0.726677 3.979777 -0.808417 -0.272 0.074 -0.351 0.134
H 0.053068 2.353978 -1.219223 -0.346 0.348 -0.161 0.084
H -0.631028 3.806373 0.952236 -0.510 -0.247 0.337 0.158
H 1.167221 1.802699 3.476509 0.002 -0.194 -0.091 0.137
H 0.059906 4.322656 4.387962 0.062 0.449 -0.130 0.116
H 1.657317 4.534870 3.666099 0.180 -0.069 -0.170 0.136
H 0.281591 4.572368 6.669762 -0.123 0.088 -0.004 0.109
H 1.093437 3.699267 8.776124 0.053 -0.076 0.181 0.114
H 3.099104 2.506440 9.955735 0.094 -0.132 0.314 0.086
H 3.883528 1.144634 9.060101 -0.700 0.459 0.466 -0.088
H 2.203963 0.995327 9.571174 -0.029 0.012 0.408 0.088
H 3.747967 1.041627 6.676459 0.142 -0.086 0.230 0.078
H 2.917156 1.949228 4.582960 0.221 -0.118 0.026 0.112
H -1.401579 3.152986 3.154190 0.065 0.096 -0.146 0.163
H -1.544414 -0.503620 1.969241 0.167 -0.079 -0.062 0.187
H -1.668171 0.613630 4.729184 0.126 0.421 -0.238 0.090
H -3.717919 -0.462134 3.682480 -0.011 -0.108 -0.327 0.115
H -2.825173 -2.018725 3.773790 -0.107 -0.062 -0.278 0.108
H -2.976906 -0.236519 6.226468 0.018 0.166 -0.006 0.078
H -2.903473 -1.971251 6.151032 -0.079 -0.179 0.095 0.072
H -4.414572 -1.107165 5.775173 -0.136 -0.249 0.035 0.080
H -2.452119 2.873736 0.326974 0.262 0.191 0.125 0.134
H -2.908919 1.330162 0.977839 0.051 -0.116 0.240 0.112
H -2.074591 1.995904 -1.764344 0.181 -0.122 -0.301 0.119
H -1.511963 0.440807 -1.181402 -0.037 -0.224 0.016 0.127
H -4.000701 0.053913 -0.468031 -0.118 -0.168 0.020 0.108
H -4.377553 1.539761 -1.310175 -0.018 0.139 0.078 0.119
H -4.763633 -0.028379 -3.027300 -0.046 0.243 -0.298 0.107
H -3.037333 0.380877 -3.307797 -0.190 0.197 -0.347 0.094
H -3.013824 -1.694354 -1.385568 0.303 -0.101 0.033 0.107
H -2.645052 -1.838793 -3.141576 0.339 -0.193 0.168 0.094
H -5.458082 -1.942792 -2.053864 -0.093 0.007 0.123 0.113
H -4.906535 -2.462508 -3.621187 0.028 -0.170 -0.154 0.074
H -2.812832 -4.707648 -2.652359 0.139 0.020 -0.170 0.087
H -4.045658 -4.401625 -3.905745 -0.028 0.090 -0.105 0.070
H -4.318211 -5.618479 -2.654930 -0.104 -0.063 0.058 0.087
H 5.354702 1.502414 -1.416552 -0.245 0.417 -0.015 0.109
H 4.178824 0.741716 -0.306784 -0.147 0.334 0.070 0.102
H 5.140979 -1.000390 -2.494100 0.117 0.126 -0.221 0.083
H 4.876434 -1.351734 -0.816933 0.139 -0.189 0.101 0.074
H 6.377634 -0.540227 -1.314441 0.146 -0.043 0.097 0.077
Br -3.381279 -1.377622 -6.400442 0.103 0.011 0.131 0.606
C -2.280188 0.062498 -7.110136 -0.134 -0.136 -0.110 -0.677
C -0.815085 -0.280187 -7.098112 0.138 0.036 0.181 -0.692
Br -0.048310 -0.160651 -5.313993 -0.047 0.048 -0.011 0.643
H -2.507540 0.949129 -6.527572 0.056 0.020 0.020 0.049
H -2.626418 0.202722 -8.132052 0.017 0.002 -0.011 0.059
H -0.255441 0.436532 -7.694806 -0.045 0.017 -0.030 0.057
H -0.618356 -1.284145 -7.459355 -0.065 -0.014 -0.046 0.050
Br 8.602919 2.565604 10.099610 -0.168 0.074 0.069 0.657
C 7.727266 0.965347 10.768116 0.218 0.078 -0.002 -0.676
C 7.469226 -0.021482 9.662913 -0.121 -0.140 -0.058 -0.653
Br 5.971041 0.534797 8.543739 0.889 -0.239 -0.137 0.750
H 6.820738 1.288097 11.269052 -0.037 -0.033 -0.027 0.053
H 8.412733 0.541777 11.498382 0.005 -0.046 -0.022 0.063
H 7.179948 -0.986723 10.071814 -0.018 0.016 0.031 0.062
H 8.323583 -0.148691 9.005873 0.032 0.054 0.017 0.047
Br 11.348943 1.591949 7.475333 -0.006 -0.042 0.040 0.584
C 11.923280 3.009553 8.676745 -0.019 0.032 -0.227 -0.725
C 13.419609 3.034199 8.833511 0.079 -0.026 0.205 -0.699
Br 14.044994 1.590963 9.976597 0.004 -0.011 -0.063 0.608
H 11.406362 2.851892 9.616392 0.036 -0.023 0.041 -0.012
H 11.573429 3.933274 8.220460 0.038 0.014 -0.002 0.061
H 13.733178 3.950965 9.327530 -0.044 0.021 -0.003 0.058
H 13.942493 2.935646 7.888257 -0.032 0.001 -0.031 0.049
Br -5.676114 -4.591207 -6.911149 -0.001 0.115 0.007 0.602
C -6.829568 -4.179902 -8.424887 0.071 -0.228 0.012 -0.658
C -6.294559 -3.074090 -9.288050 -0.027 0.145 -0.081 -0.663
Br -6.517679 -1.317372 -8.478090 -0.063 -0.011 -0.008 0.608
H -7.807203 -3.959324 -8.008312 -0.030 0.035 -0.032 -0.003
H -6.881135 -5.101654 -9.002053 0.014 0.008 -0.035 0.047
H -6.855399 -3.033561 -10.218851 -0.009 -0.015 -0.003 0.064
H -5.236601 -3.178658 -9.506854 0.008 -0.081 0.042 0.033
Br -10.331186 -3.663308 -6.467551 -0.006 -0.022 0.063 0.635
C -9.878200 -2.217828 -5.246622 -0.044 0.018 -0.208 -0.680
C -8.392021 -2.108213 -5.039058 0.109 -0.046 0.178 -0.683
Br -7.717349 -3.513775 -3.878164 -0.109 -0.035 0.042 0.655
H -10.417838 -2.407385 -4.324755 0.029 -0.012 0.028 0.050
H -10.263597 -1.314508 -5.714104 0.039 0.016 -0.007 0.060
H -8.147339 -1.175421 -4.535042 -0.048 0.026 -0.016 0.062
H -7.830067 -2.172738 -5.966230 -0.026 0.016 -0.022 -0.012
Br -3.010047 -5.681585 -9.692784 -0.059 0.053 -0.004 0.604
C -3.845056 -7.286070 -8.979741 0.183 0.063 0.029 -0.703
C -4.181860 -8.267827 -10.067697 -0.208 -0.061 -0.008 -0.690
Br -5.745951 -7.700000 -11.077024 0.043 0.026 -0.024 0.607
H -4.718156 -6.961981 -8.422158 -0.010 -0.011 0.007 0.001
H -3.115678 -7.709083 -8.292672 0.003 -0.046 -0.026 0.061
H -4.447285 -9.232077 -9.640442 0.002 0.014 0.039 0.060
H -3.375923 -8.397959 -10.781965 0.024 0.031 0.005 0.051
```
Forces are in eV/Å.

As for the spin multiplicity: 1. As for the HOMO energy: -10.90 eV. As for the charge: +1. As for the LUMO energy: -3.37 eV. Its frontier orbital gap is 7.529 eV.